{
  "formula": "C36H36ClN3O10STi",
  "method": "wB97M-V/def2-TZVPD",
  "elements": ["Ti", "C", "C", "C", "C", "C", "C", "C", "C", "N", "C", "O", "C", "C", "C", "C", "C", "N", "C", "O", "N", "C", "C", "C", "C", "C", "C", "C", "C", "H", "H", "H", "H", "H", "H", "H", "H", "H", "H", "H", "H", "H", "H", "H", "H", "H", "H", "H", "H", "H", "O", "C", "O", "C", "O", "C", "C", "O", "O", "H", "H", "H", "H", "H", "C", "S", "C", "O", "H", "H", "H", "H", "H", "H", "Cl", "C", "C", "C", "C", "C", "C", "C", "O", "O", "H", "H", "H", "H"],
  "coordinates": [[-0.366, 0.219, -0.047], [-4.290, 0.164, -0.182], [-3.888, -1.239, -0.585], [-4.753, -2.370, -0.355], [-4.456, -3.624, -0.848], [-3.280, -3.823, -1.583], [-2.409, -2.768, -1.845], [-1.422, -2.858, -2.955], [-2.711, -1.501, -1.297], [-1.832, -0.408, -1.503], [-2.174, 0.344, -2.557], [-2.953, 0.164, -3.488], [-1.565, 1.691, -2.451], [-1.800, 2.666, -3.411], [-1.318, 3.960, -3.048], [-0.703, 4.157, -1.787], [-0.630, 3.130, -0.901], [-1.013, 1.938, -1.270], [-0.245, 3.151, 0.559], [-0.159, 4.217, 1.114], [-0.315, 1.918, 1.145], [-0.093, 1.979, 2.525], [1.144, 2.277, 3.091], [2.337, 2.665, 2.276], [1.287, 2.178, 4.477], [0.194, 1.893, 5.281], [-1.081, 1.757, 4.763], [-1.216, 1.789, 3.343], [-2.582, 1.711, 2.774], [-5.266, 0.122, 0.318], [-4.363, 0.773, -1.067], [-3.615, 0.662, 0.544], [-5.723, -2.177, 0.142], [-5.175, -4.413, -0.726], [-3.069, -4.800, -2.093], [-1.743, -2.430, -3.922], [-1.078, -3.868, -3.158], [-0.380, -2.448, -2.717], [-2.227, 2.392, -4.378], [-1.279, 4.715, -3.832], [-0.335, 5.136, -1.554], [3.294, 2.413, 2.721], [2.217, 2.266, 1.243], [2.360, 3.770, 2.202], [2.331, 2.317, 4.883], [0.251, 1.748, 6.379], [-1.855, 1.549, 5.470], [-3.250, 1.750, 3.660], [-2.701, 0.773, 2.371], [-2.840, 2.525, 2.115], [2.950, -0.155, 2.583], [1.806, -0.665, 2.585], [0.979, -0.604, 1.682], [1.397, -1.309, 3.867], [0.456, -2.321, 3.673], [-0.862, -1.801, 3.251], [-1.106, -1.976, 1.765], [-0.990, -3.024, 1.197], [-1.383, -0.840, 1.027], [3.217, 0.078, 1.615], [1.072, -0.635, 4.643], [2.204, -1.886, 4.307], [-0.917, -0.755, 3.574], [-1.528, -2.351, 3.851], [1.310, -3.704, 0.481], [1.730, -2.309, -0.558], [2.018, -3.099, -2.084], [0.516, -1.468, -0.879], [2.239, -4.299, 0.487], [0.465, -4.286, 0.156], [1.189, -3.207, 1.444], [2.929, -3.657, -1.978], [2.160, -2.295, -2.816], [1.195, -3.719, -2.326], [5.460, 0.982, -6.181], [4.687, 1.011, -4.593], [5.423, 0.967, -3.444], [4.780, 0.880, -2.215], [3.385, 0.811, -2.172], [2.654, 0.916, -3.349], [3.310, 0.995, -4.572], [2.793, 0.692, -0.802], [3.566, 0.285, 0.125], [1.540, 0.864, -0.655], [6.469, 1.051, -3.396], [5.306, 0.847, -1.300], [1.580, 0.691, -3.371], [2.740, 1.143, -5.458]],
  "spin_multiplicity": 1,
  "e_lumo_ev": -0.9,
  "max_force_ev_per_a": 2.9,
  "orbital_gap_ev": 7.49
}


{
  "formula": "C4H5CuLiO5",
  "method": "wB97M-V/def2-TZVPD",
  "elements": ["O", "C", "O", "O", "C", "C", "Li", "H", "H", "H", "H", "Cu", "O", "C", "O", "H"],
  "coordinates": [[2.326, -0.401, 2.747], [1.530, -1.227, 2.343], [1.193, -2.333, 2.720], [0.794, -0.712, 1.143], [-1.160, 0.008, 0.041], [-0.460, -0.551, 1.190], [1.882, -3.445, 4.043], [-2.235, 0.072, 0.246], [-0.813, 1.054, -0.033], [-0.962, -0.807, -0.712], [-0.942, -0.615, 2.173], [3.444, 1.450, 2.352], [-0.837, 1.453, -3.067], [-1.395, 1.765, -4.073], [-0.852, 2.088, -5.206], [-1.512, 2.200, -5.907]],
  "spin_multiplicity": 2,
  "e_lumo_ev": [-8.5, -8.5],
  "charge": 2,
  "s_squared": 0.7528,
  "max_force_ev_per_a": 1.8,
  "orbital_gap_ev": [4.63, 8.19]
}


{
  "formula": "C18H11Cl6NOPd",
  "method": "wB97M-V/def2-TZVPD",
  "elements": ["Pd", "Cl", "C", "C", "Cl", "C", "Cl", "C", "O", "C", "Cl", "C", "Cl", "Cl", "C", "C", "C", "C", "C", "C", "C", "H", "H", "H", "H", "H", "H", "C", "C", "C", "N", "C", "C", "H", "H", "H", "H", "H"],
  "coordinates": [[-0.144, 0.384, -0.146], [2.070, 0.385, 6.642], [1.416, -0.012, 5.097], [2.166, 0.190, 3.941], [3.756, 0.844, 4.054], [1.637, -0.138, 2.701], [2.562, 0.098, 1.258], [0.339, -0.669, 2.552], [-0.162, -0.997, 1.401], [-0.397, -0.854, 3.742], [-1.995, -1.481, 3.585], [0.130, -0.539, 4.986], [-0.815, -0.789, 6.405], [-2.158, 2.061, -4.877], [-1.776, 2.115, -3.185], [-0.483, 2.239, -2.779], [-0.186, 2.264, -1.394], [-1.238, 2.218, -0.436], [-0.837, 1.976, 0.918], [-2.575, 2.080, -0.919], [-2.836, 2.042, -2.255], [0.308, 2.342, -3.509], [0.805, 2.574, -1.083], [-1.606, 1.758, 1.651], [0.022, 2.516, 1.308], [-3.381, 2.015, -0.201], [-3.848, 1.948, -2.623], [1.122, -3.325, -3.147], [1.239, -2.019, -3.595], [0.893, -0.991, -2.740], [0.454, -1.201, -1.495], [0.347, -2.461, -1.061], [0.668, -3.547, -1.858], [1.381, -4.155, -3.791], [1.592, -1.792, -4.591], [0.963, 0.041, -3.054], [0.008, -2.573, -0.040], [0.561, -4.547, -1.462]],
  "spin_multiplicity": 1,
  "e_lumo_ev": -0.3,
  "max_force_ev_per_a": 0.2,
  "orbital_gap_ev": 7.52
}


{
  "formula": "C3H5F6NO4ReS2",
  "method": "wB97M-V/def2-TZVPD",
  "elements": ["Re", "C", "H", "H", "H", "H", "H", "F", "C", "F", "F", "S", "O", "O", "N", "S", "O", "O", "C", "F", "F", "F"],
  "coordinates": [[-0.562, 0.071, -1.205], [-0.217, -0.176, -3.237], [0.896, -0.245, -3.344], [-0.727, -1.015, -3.712], [-0.461, 0.780, -3.741], [-1.869, 0.344, -2.119], [-2.355, 0.057, -1.205], [0.930, -3.809, 1.021], [1.142, -2.583, 1.538], [1.641, -2.739, 2.768], [2.075, -1.991, 0.802], [-0.460, -1.557, 1.335], [-0.669, -1.875, -0.174], [-1.567, -1.763, 2.233], [0.241, -0.124, 1.163], [-0.359, 1.290, 1.843], [-0.206, 1.683, -0.865], [-1.832, 1.540, 1.626], [0.855, 2.782, 1.373], [1.320, 3.365, 2.512], [1.879, 2.227, 0.760], [0.302, 3.736, 0.629]],
  "spin_multiplicity": 4,
  "e_lumo_ev": [-10.8, -13.1],
  "charge": 2,
  "s_squared": 3.7681,
  "max_force_ev_per_a": 4.6,
  "orbital_gap_ev": [8.15, 6.96]
}


{
  "formula": "C18H20BN3O11P2",
  "method": "wB97M-V/def2-TZVPD",
  "elements": ["O", "N", "O", "C", "C", "C", "C", "C", "C", "H", "H", "H", "H", "H", "O", "N", "O", "C", "C", "C", "C", "C", "C", "H", "H", "H", "H", "H", "O", "N", "O", "C", "C", "C", "C", "C", "C", "H", "H", "H", "H", "H", "O", "P", "O", "O", "P", "B", "O", "O", "H", "H", "H", "H", "H"],
  "coordinates": [[-4.206, 5.141, -4.825], [-3.819, 4.156, -4.235], [-2.702, 4.031, -3.763], [-4.756, 3.033, -4.081], [-6.017, 3.137, -4.635], [-6.892, 2.074, -4.504], [-6.500, 0.930, -3.823], [-5.232, 0.847, -3.268], [-4.349, 1.905, -3.396], [-6.313, 4.031, -5.162], [-7.881, 2.138, -4.935], [-7.186, 0.099, -3.726], [-4.929, -0.043, -2.736], [-3.361, 1.844, -2.968], [-1.923, -1.217, 1.295], [-1.986, -1.846, 2.336], [-2.723, -2.794, 2.520], [-1.116, -1.427, 3.446], [-0.293, -0.334, 3.271], [0.510, 0.074, 4.321], [0.481, -0.617, 5.524], [-0.349, -1.721, 5.678], [-1.157, -2.133, 4.634], [-0.271, 0.204, 2.332], [1.158, 0.929, 4.197], [1.107, -0.295, 6.345], [-0.369, -2.259, 6.616], [-1.807, -2.987, 4.746], [3.912, 0.085, 0.967], [4.147, -0.671, 1.890], [3.820, -0.480, 3.042], [4.882, -1.904, 1.577], [5.280, -2.129, 0.274], [5.985, -3.284, -0.015], [6.276, -4.193, 0.992], [5.859, -3.951, 2.294], [5.155, -2.798, 2.593], [5.044, -1.418, -0.503], [6.308, -3.475, -1.028], [6.831, -5.092, 0.763], [6.083, -4.661, 3.077], [4.827, -2.601, 3.602], [0.090, 1.887, 0.758], [-0.302, 2.027, -0.623], [-1.464, 3.082, -0.852], [-0.850, 0.657, -1.225], [1.380, 2.727, -1.780], [2.103, 1.029, -2.331], [2.218, 0.650, -3.617], [2.518, 0.209, -1.336], [-1.483, 3.247, -1.811], [-1.614, 0.390, -0.679], [0.855, 3.306, -2.952], [2.198, -0.319, -3.670], [2.826, 0.779, -0.613]],
  "spin_multiplicity": 1,
  "e_lumo_ev": -0.7,
  "max_force_ev_per_a": 1.8,
  "smiles": "O=[N+]([O-])c1ccccc1.O=[N+]([O-])c1ccccc1.O=[N+]([O-])c1ccccc1.O=P(O)(O)PB(O)O",
  "orbital_gap_ev": 8.72
}